ORCA calculation (ωB97M-V/def2-TZVPD) on a 2-piece molecular cluster, C4H4FN4O2 overall at a distorted geometry.

Structure (XYZ):
```
15
Properties=species:S:1:pos:R:3:forces:R:3:mulliken_charge:R:1
F -1.235 0.246 0.478 1.9 -0.3 0.6 -0.283
O -2.070 0.361 -3.158 -0.4 0.6 -0.3 -0.528
O -1.904 -1.667 -2.580 0.2 0.1 0.1 -0.575
N -0.014 -2.468 1.980 0.0 0.9 0.0 -0.427
N -1.388 -0.521 -2.645 0.3 -0.7 0.4 0.129
N 0.391 0.911 1.965 -0.3 1.3 0.7 -0.648
N 0.680 2.183 -1.740 0.3 -0.9 1.0 -0.427
C 1.067 0.079 -0.235 0.3 -2.7 0.2 -0.465
C 0.807 1.256 -1.059 -0.3 0.2 -1.3 0.073
C 0.099 -0.031 0.947 -1.9 0.3 -0.2 1.094
C 0.009 -1.393 1.562 0.3 -0.9 -0.7 -0.245
H 2.103 0.162 0.123 -0.4 0.1 0.4 0.363
H 1.047 -1.007 -0.641 -0.3 2.2 -0.8 0.433
H -0.468 1.390 2.249 0.5 -0.3 0.0 0.248
H 0.876 0.500 2.754 -0.2 0.1 0.0 0.258
```
Positions in Å, forces in eV/Å.

2S+1	1
charge	-1
calculated total energy	-624.11475	Ha
gap between HOMO and LUMO	5.8076	eV
E_LUMO	2.9	eV

=====

ORCA calculation (ωB97M-V/def2-TZVPD) on an isolated ion of composition C3H10NS and charge +1 at a distorted geometry.

Structure (XYZ):
```
15
Properties=species:S:1:pos:R:3:forces:R:3:mulliken_charge:R:1
S -0.267 0.382 0.204 2.9 1.1 -2.4 0.090
N -0.396 -2.132 -1.085 0.2 -0.2 2.2 -0.545
C -0.719 2.393 0.880 -1.0 -1.7 1.7 -0.703
C 0.055 -1.650 0.212 -1.9 -1.2 2.0 -0.482
C 1.646 0.625 -0.553 -2.1 -0.4 0.6 -0.808
H -1.238 2.656 -0.031 0.1 -0.1 -0.1 0.362
H -1.399 -2.236 -0.913 -0.1 0.4 -0.7 0.290
H 1.502 0.725 -1.624 0.1 0.0 0.1 0.305
H -1.388 2.144 1.735 0.3 0.2 -0.9 0.327
H 0.059 3.067 1.237 0.6 -0.7 -0.5 0.337
H -0.621 -2.004 1.021 0.3 0.7 -0.4 0.401
H 2.214 -0.260 -0.253 -0.3 0.2 -0.2 0.311
H 2.030 1.501 -0.066 0.1 0.4 0.0 0.392
H -0.132 -3.136 -1.035 0.6 0.6 -0.7 0.311
H 1.054 -1.872 0.594 0.1 0.5 -0.9 0.413
```
Positions in Å, forces in eV/Å.

2S+1	1
relative energy (zero: lowest compared OMol25 entry of this formula, charge and spin)	94.47	kcal per mole
charge	+1
calculated total energy	-572.84863	Ha
gap between HOMO and LUMO	8.2310	eV
E_LUMO	-6.3	eV